# C27H46BF6N6PPd

C27H46BF6N6PPd as an isolated structure (the ωB97M-V functional and the def2-TZVPD basis, the OMol25 dataset).

Computed properties:
Charge ... +3
2S+1 ... 6
E_LUMO (alpha / beta) ... -8.5 / -12.7 eV
E_tot ... -67412.401 eV

The geometry in XYZ format:
```
88
Properties=species:S:1:pos:R:3:mulliken_charge:R:1
C -1.848 -4.025 1.846 -1.46
H 0.436 -0.235 5.662 0.40
C 1.423 -2.842 -3.031 0.91
C 3.064 -1.123 -1.964 -1.27
C -1.462 -1.588 2.056 -1.03
N -0.832 -0.944 0.961 0.81
C -0.959 4.749 1.281 -1.49
C 4.068 0.810 -0.555 0.16
H 3.706 2.208 -2.214 0.40
H -1.444 -4.324 2.815 0.43
C -0.854 3.436 -1.477 -1.55
C 1.391 3.885 1.723 -1.37
C 2.944 -0.088 -0.950 0.38
N 0.959 -1.103 -1.298 0.06
P -4.014 -2.023 -1.559 1.34
H -0.217 -3.970 -3.832 0.52
F -3.381 -0.750 -0.566 -0.42
C 1.134 0.377 3.687 1.41
C -2.496 -2.628 1.922 2.17
H 3.731 1.401 1.538 0.14
H 1.475 1.302 3.221 -0.62
C 0.600 0.679 5.089 -1.85
H 3.167 -0.095 4.252 0.43
H 5.408 1.316 1.030 0.50
N 0.098 -0.133 1.424 0.67
H -2.173 0.645 -5.021 0.44
N 0.030 1.796 -0.272 0.70
F -4.656 -2.666 -0.289 -0.35
H -1.129 4.432 -1.801 0.66
H 1.751 1.358 1.138 -0.87
H -0.678 5.593 1.907 0.44
H -1.664 5.110 0.531 0.47
C -0.062 -3.162 -3.119 -1.48
H -0.453 -3.510 -2.161 0.16
H 2.074 -4.882 -3.297 0.45
F -4.341 -3.203 -2.506 -0.34
H -3.682 1.106 -2.357 0.25
C -1.177 2.210 -2.119 0.05
C 1.757 -1.715 -2.119 -0.43
Pd -1.235 -0.878 -1.313 0.42
N -0.679 1.255 -1.376 0.07
H 2.681 -0.887 2.740 0.17
H 3.957 -1.372 -2.523 0.63
H -2.612 -4.746 1.563 0.42
C -3.469 1.944 -3.020 -1.32
H -3.813 2.858 -2.535 0.42
H -4.341 -3.243 2.824 0.46
H 4.934 0.406 -1.082 0.57
H -1.463 4.002 1.896 0.39
C -3.548 -2.527 3.029 -1.75
H -2.991 -2.471 0.970 -0.95
F -5.232 -1.127 -1.910 -0.32
H -1.813 2.928 -3.956 0.55
H -0.652 -2.318 -3.489 0.24
H -0.330 1.246 5.064 0.44
H 1.941 -4.407 -1.598 0.34
H 4.526 -0.173 1.344 0.39
C 2.347 -0.592 3.735 -1.25
H 2.324 3.509 1.306 0.26
H 3.320 -3.874 -2.573 0.46
F -3.094 -1.290 -2.745 -0.31
H -4.043 1.812 -3.935 0.43
H 1.343 1.262 5.632 0.44
H 4.659 2.858 -0.881 0.43
H -1.156 -1.410 4.211 0.51
C 3.811 2.221 -1.128 -1.15
C -1.968 2.019 -3.370 0.20
C 4.437 0.834 0.934 -1.41
H 1.023 3.190 2.477 0.31
H -3.988 -1.531 3.077 0.44
H -0.492 1.038 -4.641 0.33
N 1.693 -0.109 -0.568 0.55
H 2.910 2.658 -0.694 0.10
C -0.077 3.106 -0.280 0.25
H 0.726 4.959 0.000 0.54
B 0.954 0.778 0.500 1.60
H 1.611 4.820 2.235 0.51
H -3.142 -2.775 4.012 0.41
H 1.784 -2.548 -4.024 0.46
H -1.046 -4.069 1.106 0.29
H 2.087 -1.492 4.293 0.40
H -1.409 -0.089 -3.637 -0.08
F -2.501 -2.764 -1.133 -0.39
C 2.246 -4.071 -2.591 -1.43
C 0.121 -0.233 2.821 -0.08
C 0.343 4.165 0.659 0.67
C -1.475 0.839 -4.211 -1.01
C -0.902 -1.118 3.205 -0.45
```